1.
2 unconnected molecules or ions with the total composition C4H2Br2O2 at a distorted geometry. Source: OMol25; level of theory: ωB97M-V with the def2-TZVPD basis set.

Summary:
energy = -148358.47609 eV
SMILES = BrC#CCBr.O=C=O
relative energy (zero: lowest compared OMol25 entry of this formula, charge and spin) = 0.0 kcal/mol
LUMO level = 0.49 eV
gap between HOMO and LUMO = 10.2 eV

Structure (ORCA input):
```
! RIJCOSX wB97M-V def2-TZVPD def2/J DEFGRID3
* xyz 0 1
Br 1.96219 -0.54270 -0.76292
Br -2.30173 -0.48006 2.53349
O 0.63343 2.45601 -0.57651
O 0.61663 1.95288 1.65923
C -1.22829 -0.79157 1.07518
C 0.58446 2.22014 0.54299
C 0.12242 -1.16658 -1.13987
C -0.57344 -0.86384 0.06537
H 0.29171 -2.30689 -1.34350
H -0.10737 -0.47739 -2.05348
*
```

2.
2 unconnected molecules or ions with the total composition C4H2BrN at a distorted geometry. Source: OMol25; level of theory: ωB97M-V with the def2-TZVPD basis set.

Summary:
energy = -75705.32411 eV
relative energy (zero: lowest compared OMol25 entry of this formula, charge and spin) = 71.3 kcal/mol
LUMO level (alpha / beta) = -3.95 / -3.95 eV
gap between HOMO and LUMO (alpha / beta) = 5.3 / 5.3 eV

Structure (ORCA input):
```
! RIJCOSX wB97M-V def2-TZVPD def2/J DEFGRID3
* xyz 0 1
Br -2.84077 0.08495 -0.24487
N -0.19062 0.01408 0.40961
C 0.21416 -1.15060 0.14310
C 0.36288 -2.35970 -0.18079
C 0.47873 2.33617 -0.11279
C 0.21154 1.14379 0.02231
H 0.77145 -3.31121 0.01684
H 0.99262 3.24252 -0.05343
*
```

3.
A single C4H2BrNS molecule at a distorted geometry. Source: OMol25; level of theory: ωB97M-V with the def2-TZVPD basis set.

Summary:
energy = -86545.19431 eV
relative energy (zero: lowest compared OMol25 entry of this formula, charge and spin) = 5.1 kcal/mol
LUMO level = -0.22 eV
gap between HOMO and LUMO = 8.8 eV

Structure (ORCA input):
```
! RIJCOSX wB97M-V def2-TZVPD def2/J DEFGRID3
* xyz 0 1
Br -2.85382 1.30900 -0.14193
S -1.72424 -3.76556 0.33925
N 0.22490 -2.21175 -0.74411
C -0.72175 -2.74567 -0.20368
C 0.41753 -0.86547 -0.85463
C -0.28306 -0.05012 -0.11037
C -1.09912 0.67971 0.53783
H 1.28770 -0.44795 -1.54446
H -0.80573 0.96844 1.45659
*
```

4.
A single C4H2Cl2 molecule at a distorted geometry. Source: OMol25; level of theory: ωB97M-V with the def2-TZVPD basis set.

Summary:
energy = -29216.07254 eV
relative energy (zero: lowest compared OMol25 entry of this formula, charge and spin) = 151.7 kcal/mol
LUMO level (alpha / beta) = -0.62 / -1.75 eV
gap between HOMO and LUMO (alpha / beta) = 7.9 / 6.0 eV

Structure (ORCA input):
```
! RIJCOSX wB97M-V def2-TZVPD def2/J DEFGRID3
* xyz 0 1
Cl 1.45417 0.65223 0.77391
Cl 2.58290 -0.05671 -1.65407
C -1.06720 0.25016 1.06127
C -1.84125 -0.29552 0.27235
C 0.03376 0.70597 1.69519
C 1.19479 -0.31417 -0.68078
H -2.60265 -0.83835 -0.19946
H 0.24548 -0.10360 -1.26841
*
```

5.
A single C4H2Cl2OS molecule at a distorted geometry. Source: OMol25; level of theory: ωB97M-V with the def2-TZVPD basis set.

Summary:
energy = -42107.02907 eV
SMILES = Sc1oc(Cl)cc1Cl
relative energy (zero: lowest compared OMol25 entry of this formula, charge and spin) = 0.5 kcal/mol
LUMO level = 0.64 eV
gap between HOMO and LUMO = 9.1 eV

Structure (ORCA input):
```
! RIJCOSX wB97M-V def2-TZVPD def2/J DEFGRID3
* xyz 0 1
Cl 1.55815 2.14605 -0.74659
Cl -1.16245 -1.44059 2.44399
S -0.07330 -0.34931 -2.61089
O -0.65135 -0.94618 -0.07468
C 0.60098 0.85540 -0.13721
C 0.32875 0.59343 1.23415
C -0.00076 -0.07599 -0.87160
C -0.43550 -0.49906 1.20544
H -0.78514 -1.45549 -2.52802
H 0.62063 1.17175 2.08541
*
```

6.
3 unconnected molecules or ions with the total composition C4H2Cl3NO3S2 at a distorted geometry. Source: OMol25; level of theory: ωB97M-V with the def2-TZVPD basis set.

Summary:
energy = -71044.69954 eV
relative energy (zero: lowest compared OMol25 entry of this formula, charge and spin) = 74.4 kcal/mol
LUMO level (alpha / beta) = -0.06 / -1.68 eV
gap between HOMO and LUMO (alpha / beta) = 9.6 / 5.8 eV

Structure (ORCA input):
```
! RIJCOSX wB97M-V def2-TZVPD def2/J DEFGRID3
* xyz 0 1
Cl 3.20949 4.09973 -1.47198
Cl 1.80198 -1.78160 1.31266
Cl -3.49988 -2.38357 -2.26773
S 0.72246 2.04193 1.29097
S -2.54941 -2.56605 -0.41613
O -1.18218 -2.79079 -0.69353
O -0.65630 -0.73277 1.30723
O -3.22882 -4.08768 -0.27164
N 1.44370 1.02365 0.19506
C 0.42971 -0.97128 0.94085
C 2.24775 2.98015 -0.52416
C 2.20914 1.60023 -0.62622
C 1.51019 3.39264 0.58550
H 1.63024 4.20712 1.28309
H -4.08807 -4.03172 -0.64396
*
```

7.
A molecular structure, C4H2Cl4O2S at a distorted geometry. Source: OMol25; level of theory: ωB97M-V with the def2-TZVPD basis set.

Summary:
energy = -69196.70232 eV
relative energy (zero: lowest compared OMol25 entry of this formula, charge and spin) = 39.7 kcal/mol
LUMO level = -0.03 eV
gap between HOMO and LUMO = 10.5 eV

Structure (ORCA input):
```
! RIJCOSX wB97M-V def2-TZVPD def2/J DEFGRID3
* xyz 0 1
Cl -3.36307 0.13091 -0.07753
Cl -1.78251 -1.99066 -1.49559
Cl -0.65659 2.93296 -0.13543
Cl -1.80889 -1.80868 1.38430
S 1.81992 0.91631 0.06303
O 2.67761 1.04761 -1.04994
O 2.34277 1.34793 1.30857
C 0.89766 -0.69651 0.06152
C 0.07269 1.44337 -0.10603
C -0.33959 0.16158 -0.10398
C -1.92864 -0.85809 -0.05668
H 0.84190 -1.22895 0.92770
H 1.22674 -1.39777 -0.71992
*
```

Number 1: M 241.9 g/mol. Number 2: M 144.0 g/mol. Number 3: M 176.0 g/mol. Number 4: M 121.0 g/mol. Number 5: M 169.0 g/mol. Number 6: M 282.6 g/mol. Number 7: M 255.9 g/mol.